Entry from the OMol25 dataset: a molecular structure, C28H36FeN4 in a non-equilibrium geometry (ωB97M-V with the def2-TZVPD basis set).

Each line ends with the Löwdin spin population.
CARTESIAN COORDINATES (ANGSTROEM)
Fe: -0.3025 0.7225 -0.5089  3.61
N: -2.4164 4.5739 -1.9480  0.01
N: 2.6397 0.4622 -2.2300  0.01
C: -1.4402 -0.6324 1.1575  0.04
C: -2.0928 -0.6156 -0.1279  0.04
C: -2.8781 0.5840 -0.1605  0.08
C: -3.7754 0.9494 -1.2384  0.53
H: -3.7937 0.2828 -2.0911  0.02
H: -3.1398 2.1513 -1.8298  0.06
H: -4.7550 1.3237 -0.9585  0.03
C: -2.5024 1.4035 0.9479  0.07
C: -2.8918 2.8233 1.1182  0.01
H: -3.9884 2.9162 1.1760  0.00
H: -2.5640 3.4677 0.2812  0.00
H: -2.4846 3.2491 2.0439  0.00
C: -1.6988 0.6152 1.8071  0.07
C: -1.3533 0.9419 3.2086  0.01
H: -1.3005 2.0279 3.3786  0.00
H: -0.3887 0.4984 3.4939  0.00
H: -2.1038 0.5403 3.9129  0.01
C: -2.2005 -1.7285 -1.1020  0.01
H: -3.0867 -2.3474 -0.9018  0.00
H: -1.3189 -2.3753 -1.0384  0.00
H: -2.2838 -1.3649 -2.1365  0.00
C: -0.9532 -1.8516 1.8212  0.00
H: -0.2130 -1.5946 2.5853  0.00
H: -0.4898 -2.5125 1.0819  0.00
H: -1.7699 -2.4091 2.3111  0.00
C: -2.0197 5.8009 -2.2893  0.00
H: -2.7518 6.6063 -2.4480  0.00
C: -0.6554 6.1112 -2.4722  0.01
H: -0.3297 7.1315 -2.6932  0.00
C: 0.3181 5.1046 -2.4179  0.00
H: 1.3909 5.2545 -2.5997  0.00
C: -0.1065 3.7979 -2.2117  0.02
H: 0.5476 2.9140 -2.1997  0.00
C: -1.5043 3.5575 -2.0340  0.04
C: -2.0298 2.2448 -1.8433  0.21
H: -1.4702 1.4423 -2.3972  0.00
C: 1.9634 0.0570 -1.0940  0.03
C: 2.5852 -0.5876 -3.1354  0.00
H: 2.5398 -0.5104 -4.2371  0.00
C: 2.5421 -1.7592 -2.3637  0.00
H: 2.9992 -2.7037 -2.5873  0.00
N: 2.2375 -1.3446 -1.0508  0.01
C: 2.0972 -2.2058 0.0361  0.00
C: 1.8704 -3.5809 -0.2347  0.00
C: 2.2122 -4.4841 0.7687  0.00
H: 2.1630 -5.5488 0.5310  0.00
C: 2.6063 -4.0734 2.0356  0.00
C: 2.9495 -5.1089 3.0713  0.00
H: 2.7066 -4.7595 4.0813  0.00
H: 4.0191 -5.3716 3.0497  0.00
H: 2.3825 -6.0271 2.8669  0.00
C: 2.7091 -2.7047 2.3140  0.00
H: 3.0323 -2.3574 3.2907  0.00
C: 2.4576 -1.7538 1.3214  0.00
C: 2.6277 -0.3183 1.6464  0.00
H: 3.2173 0.2185 0.8936  0.00
H: 3.1408 -0.2662 2.6146  0.00
H: 1.6606 0.2001 1.7742  0.00
C: 1.3049 -4.1357 -1.4961  0.00
H: 1.9668 -4.0556 -2.3604  0.00
H: 0.3261 -3.7216 -1.7620  0.00
H: 1.1848 -5.2144 -1.3297  0.00
N: 0.5162 2.2960 0.6076  0.03
H: 0.7223 2.1352 1.5974  0.00
H: 1.4162 2.4422 0.1357  0.00
H: 0.0004 3.1777 0.5678  0.00

Forces on atoms 1 to 2 (eV/Å):
-0.52 -0.01 0.57
-0.26 0.98 -0.88

## Properties
* energy above the lowest of the compared OMol25 structures with the same formula, charge and spin: 0.0 kcal per mole
* charge: -1
* Kohn-Sham gap (alpha / beta): 4.96 / 5.34 eV
* spin multiplicity: 6
* highest occupied orbital energy (alpha / beta): -2.350 / -2.733 eV
* F_max: 4.975 eV/Å
* E: -69961.9673 eV

=====

Entry from the OMol25 dataset: a molecular structure, C28H36MnNO3P2S2 (ωB97M-V with the def2-TZVPD basis set).

Each line ends with the Löwdin spin population.
CARTESIAN COORDINATES (ANGSTROEM)
Mn: -0.9918 -0.7403 -0.4703  4.53
C: -2.7159 -2.8822 3.2817  0.00
C: -2.2698 -2.4639 1.8947  0.02
S: -1.7172 -0.7740 1.8222  0.08
C: -2.2875 -3.3306 0.8612  0.02
C: -2.7645 -4.7513 1.0409  0.00
S: -1.7836 -2.9966 -0.8117  0.08
H: -2.7748 -2.0121 3.9339  0.00
H: -2.0157 -3.5848 3.7435  0.00
H: -3.6994 -3.3569 3.2745  0.00
H: -2.8811 -5.0361 2.0839  0.00
H: -2.0614 -5.4481 0.5790  0.00
H: -3.7245 -4.9111 0.5386  0.00
C: -0.9659 3.4171 -0.7963  0.00
C: -2.1145 2.6450 -0.1932  0.01
O: -2.9777 2.0760 -1.2081  0.01
P: -2.4344 0.6989 -1.8646  0.06
O: -3.7951 0.0848 -2.4435  0.01
C: -4.6005 -0.6739 -1.5033  0.00
C: -5.8633 0.0930 -1.1992  0.00
O: -1.7139 1.1690 -3.2207  0.01
C: -2.4329 1.9247 -4.2094  0.00
C: -1.4260 2.6828 -5.0395  0.00
H: -0.3953 3.9057 -0.0043  0.00
H: -1.3316 4.1797 -1.4878  0.00
H: -0.2849 2.7558 -1.3350  0.00
H: -2.7662 3.2786 0.4096  0.00
H: -1.7479 1.8379 0.4534  0.01
H: -4.0144 -0.8820 -0.6007  0.00
H: -4.7879 -1.6381 -1.9750  0.00
H: -5.6290 1.0461 -0.7272  0.00
H: -6.4922 -0.4845 -0.5194  0.00
H: -6.4310 0.2906 -2.1088  0.00
H: -3.1285 2.6048 -3.7118  0.00
H: -3.0174 1.2280 -4.8147  0.00
H: -0.9093 3.4273 -4.4339  0.00
H: -1.9264 3.1897 -5.8663  0.00
H: -0.6795 2.0039 -5.4505  0.00
N: 0.9085 -0.3330 -0.8878  0.09
P: 2.0332 -0.1279 0.1212  0.04
C: 2.0963 -1.3435 1.4890  0.01
C: 1.5249 -2.5935 1.2590  0.00
C: 1.4728 -3.5347 2.2724  0.00
C: 1.9904 -3.2464 3.5283  0.00
C: 2.5613 -2.0061 3.7695  0.00
C: 2.6092 -1.0606 2.7527  0.00
C: 3.6899 -0.2355 -0.6556  0.00
C: 3.7340 -0.1835 -2.0434  0.00
C: 4.9499 -0.2466 -2.7109  0.00
C: 6.1309 -0.3674 -1.9937  0.00
C: 6.0950 -0.4304 -0.6059  0.00
C: 4.8788 -0.3652 0.0564  0.00
C: 2.1209 1.4795 1.0203  0.00
C: 1.1356 1.7363 1.9780  0.00
C: 1.0566 2.9743 2.5932  0.00
C: 1.9501 3.9842 2.2493  0.00
C: 2.9217 3.7445 1.2915  0.00
C: 3.0055 2.4963 0.6831  0.00
H: 1.0607 -2.8002 0.3003  0.00
H: 0.9979 -4.4901 2.0850  0.00
H: 1.9318 -3.9808 4.3220  0.00
H: 2.9499 -1.7638 4.7513  0.00
H: 3.0335 -0.0857 2.9584  0.00
H: 2.7895 -0.1097 -2.5711  0.00
H: 4.9719 -0.2067 -3.7926  0.00
H: 7.0799 -0.4209 -2.5129  0.00
H: 7.0134 -0.5363 -0.0421  0.00
H: 4.8578 -0.4245 1.1389  0.00
H: 0.4309 0.9568 2.2526  0.00
H: 0.2933 3.1516 3.3405  0.00
H: 1.8843 4.9542 2.7272  0.00
H: 3.6195 4.5256 1.0149  0.00
H: 3.7728 2.3169 -0.0613  0.00

Forces on atoms 1 to 2 (eV/Å):
0.63 -0.55 0.19
-0.04 0.04 0.10

## Properties
* energy above the lowest of the compared OMol25 structures with the same formula, charge and spin: 4.0 kcal per mole
* charge: -1
* Kohn-Sham gap (alpha / beta): 5.79 / 6.10 eV
* spin multiplicity: 6
* highest occupied orbital energy (alpha / beta): -3.046 / -3.351 eV
* F_max: 0.854 eV/Å
* E: -108826.3586 eV

=====

Entry from the OMol25 dataset: a molecular structure, C28H36N5O7Sn (ωB97M-V with the def2-TZVPD basis set).

Each line ends with the Mulliken charge.
CARTESIAN COORDINATES (ANGSTROEM)
Sn: 0.3219 1.5479 0.8564  1.11
N: 2.3744 1.9597 2.4114  -0.40
C: 1.7972 2.1192 3.7473  -0.33
C: 0.4851 2.9169 3.7118  0.51
O: -0.0472 3.2042 4.7938  -0.80
N: 0.0881 3.2153 2.4805  -0.22
C: -1.0603 4.0832 2.3335  -0.43
C: -1.8151 3.8510 1.0243  0.18
O: -2.7788 4.5636 0.7663  -0.73
O: -1.3917 2.8927 0.2625  -0.36
H: 2.5036 2.8761 1.9946  0.24
H: 3.2775 1.5041 2.4386  0.18
H: 1.5823 1.1332 4.1686  0.07
H: 2.4535 2.6417 4.4522  0.30
H: -1.7659 3.9613 3.1590  0.32
H: -0.7477 5.1324 2.3342  0.25
C: 4.3315 -3.8946 -3.9389  -1.79
C: 3.2836 -2.9258 -3.4463  1.23
C: 2.6913 -3.1462 -2.2062  -1.05
C: 1.7454 -2.2620 -1.7120  -1.04
C: 1.3621 -1.1608 -2.4516  0.16
C: 1.9447 -0.9257 -3.6972  -0.49
N: 1.5432 0.1349 -4.4983  0.15
C: 0.7454 1.2261 -4.1479  0.11
C: -0.2418 1.6163 -5.0573  -0.76
C: -1.0961 2.6697 -4.7797  -0.61
C: -0.9847 3.3512 -3.5780  -0.92
C: 0.0181 2.9946 -2.6903  -0.34
C: 0.9037 1.9580 -2.9600  1.00
C: 2.1025 1.7727 -2.0398  0.12
O: 3.1990 1.5564 -2.5452  -0.71
O: 1.8842 1.9134 -0.7824  -0.72
C: 2.9197 -1.8069 -4.1960  1.22
C: 3.5656 -1.4820 -5.5185  -1.86
H: 4.3561 -4.7779 -3.3019  0.38
H: 5.3225 -3.4340 -3.9169  0.36
H: 4.1340 -4.2178 -4.9620  0.37
H: 2.9817 -4.0144 -1.6254  0.29
H: 1.2942 -2.4335 -0.7419  0.33
H: 0.6143 -0.4783 -2.0684  0.60
H: 1.6195 -0.0187 -5.4874  0.35
H: -0.3401 1.0692 -5.9897  0.37
H: -1.8630 2.9413 -5.4953  0.36
H: -1.6690 4.1532 -3.3323  0.40
H: 0.1321 3.5399 -1.7625  0.46
H: 3.9276 -0.4512 -5.5018  0.36
H: 2.8556 -1.5789 -6.3485  0.35
H: 4.4067 -2.1362 -5.7307  0.44
C: -3.4326 -0.1444 -0.6789  -0.56
C: -2.9616 -1.5827 -0.3872  -0.55
C: -1.4589 -1.5486 -0.7357  -0.47
O: -1.1358 -0.1899 -0.9939  0.01
C: -2.3057 0.4130 -1.5409  -0.38
H: -3.4816 0.4380 0.2420  0.18
H: -4.4025 -0.1002 -1.1731  0.39
H: -3.4855 -2.3101 -1.0079  0.30
H: -3.1156 -1.8460 0.6595  0.14
H: -1.2527 -2.1500 -1.6306  0.34
H: -0.8198 -1.8909 0.0765  0.21
H: -2.4146 0.1158 -2.5940  0.28
H: -2.1987 1.4907 -1.4640  0.06
N: -0.6238 -0.9112 2.5923  -0.50
C: -1.0231 -0.9317 3.6791  0.38
N: -1.4656 -0.8811 4.9245  -0.01
C: -0.6978 -1.4912 6.0036  -0.58
C: -1.2580 -2.8799 6.2946  -0.55
O: -2.6448 -2.8185 6.5859  -0.39
C: -3.3828 -2.2578 5.5110  -0.48
C: -2.9007 -0.8472 5.1912  -0.65
H: -0.8047 -0.8598 6.8886  0.32
H: 0.3530 -1.5480 5.7257  0.41
H: -0.7759 -3.3196 7.1670  0.38
H: -1.0859 -3.5279 5.4238  0.30
H: -4.4274 -2.2511 5.8197  0.35
H: -3.2756 -2.8870 4.6163  0.31
H: -3.0638 -0.1959 6.0526  0.29
H: -3.4243 -0.4415 4.3276  0.43

Forces on atoms 1 to 2 (eV/Å):
-0.31 0.13 -0.02
0.12 0.29 0.12

## Properties
* energy above the lowest of the compared OMol25 structures with the same formula, charge and spin: 44.3 kcal per mole
* charge: -1
* Kohn-Sham gap: 7.05 eV
* highest occupied orbital energy: -4.784 eV
* F_max: 0.752 eV/Å
* E: -57238.1216 eV